Arrangement 1

This record from the OMol25 dataset describes a 2-piece molecular cluster, C5H13NO3S overall. The level of theory is ωB97M-V/def2-TZVPD.

Structure (XYZ):
```
23
Properties=species:S:1:pos:R:3
C -1.357 2.107 -0.214
C -1.065 -2.047 -0.686
C -0.081 1.437 0.409
C -0.309 -0.806 -0.798
C 0.587 -0.676 1.478
N -0.288 -0.092 0.518
O 2.699 -1.343 -0.432
O 2.391 0.957 -1.178
O 2.220 0.431 1.335
S 3.103 0.070 -0.180
H -2.273 2.126 0.350
H -0.957 3.150 -0.321
H -1.523 1.704 -1.229
H -0.868 -2.625 0.103
H -2.181 -1.962 -0.521
H -0.876 -2.537 -1.644
H -0.163 1.798 1.502
H 0.647 1.625 -0.360
H -0.656 -0.154 -1.528
H 0.768 -0.998 -1.182
H 0.991 -1.605 1.257
H 0.476 -0.550 2.520
H -1.283 -0.011 0.802
```

The calculation puts the HOMO energy (alpha / beta) at -8.17 / -8.17 eV. The value obtained for the HOMO-LUMO gap (alpha / beta) is 8.111 / 8.110 eV. As for the molecular weight: 167.23 Da.

---

Arrangement 2

This record from the OMol25 dataset describes a 2-piece molecular cluster, C5H13NO3S overall. The level of theory is ωB97M-V/def2-TZVPD.

Structure (XYZ):
```
23
Properties=species:S:1:pos:R:3
C 1.730 -0.670 1.401
C 2.141 -1.278 -0.849
C 2.140 1.056 -0.267
C -1.854 -0.033 -0.635
C -1.807 0.751 0.566
N 1.564 -0.274 0.084
O -4.184 1.000 -0.538
O -4.191 -1.361 0.406
O -2.412 1.863 0.796
S -3.963 -0.427 -0.706
H 1.109 0.038 1.917
H 1.272 -1.729 1.424
H 2.728 -0.682 1.778
H 3.114 -0.871 -1.277
H 2.310 -2.195 -0.365
H 1.302 -1.358 -1.662
H 1.912 1.097 -1.334
H 1.540 1.693 0.249
H 3.173 1.262 -0.168
H -1.168 -0.776 -0.879
H -2.007 0.641 -1.560
H -1.318 0.277 1.480
H -3.132 1.973 0.141
```

The calculation puts the HOMO energy at -8.75 eV. The value obtained for the HOMO-LUMO gap is 8.210 eV. As for the molecular weight: 167.23 Da.

---

It is arrangement 1 that is the least stable of them.

---

Arrangement 1

This record from the OMol25 dataset describes a 2-piece molecular cluster, C5H5BrO2 overall. The level of theory is ωB97M-V/def2-TZVPD.

Structure (XYZ):
```
13
Properties=species:S:1:pos:R:3
O 1.824 -1.198 -2.094
C 1.683 -0.512 -1.185
C 1.478 0.154 -0.095
C 0.788 1.402 -0.083
O 0.733 2.128 -1.014
H 1.695 -0.380 0.871
H 0.288 1.565 0.844
C -1.725 -0.216 -0.128
C -1.209 -0.916 0.841
Br -0.841 -0.205 2.547
H -1.729 -0.661 -1.093
H -1.919 0.835 -0.211
H -1.067 -1.997 0.801
```

The calculation puts the HOMO energy at -9.64 eV. The value obtained for the HOMO-LUMO gap is 10.134 eV. As for the molecular weight: 177.00 Da.

---

Arrangement 2

This record from the OMol25 dataset describes the molecule C5H5BrO2. The level of theory is ωB97M-V/def2-TZVPD.

Structure (XYZ):
```
13
Properties=species:S:1:pos:R:3
O 0.556 -2.070 0.860
C 0.679 -1.437 -0.375
C 0.149 -0.050 -0.264
C 0.786 1.256 -0.139
C -0.176 2.122 0.167
O -1.363 1.544 0.235
C -1.131 0.254 -0.004
Br -2.598 -0.775 -0.113
H -0.460 -1.945 1.013
H 0.137 -2.000 -1.161
H 1.666 -1.432 -0.650
H 1.864 1.430 0.001
H -0.108 3.103 0.429
```

The calculation puts the HOMO energy at -8.87 eV. The value obtained for the HOMO-LUMO gap is 9.559 eV. As for the molecular weight: 177.00 Da.

---

It is arrangement 1 that is the least stable of them.

---

Arrangement 1

This record from the OMol25 dataset describes the molecule C5H9FN2. The level of theory is ωB97M-V/def2-TZVPD.

Structure (XYZ):
```
17
Properties=species:S:1:pos:R:3
N -2.564 -0.572 -0.141
C -1.208 -0.260 -0.411
C -0.740 0.907 0.436
N 0.327 1.732 -0.028
C 1.505 0.910 -0.339
C 1.270 -0.432 0.385
F 1.666 -1.603 -0.301
C -0.233 -0.471 0.717
H -3.062 0.129 -0.689
H -2.814 -1.479 -0.483
H -0.754 -0.324 -1.404
H -1.454 1.353 1.121
H 0.071 2.245 -0.842
H 1.516 0.683 -1.413
H 2.434 1.384 -0.031
H 1.736 -0.500 1.371
H -0.571 -1.115 1.537
```

The calculation puts the HOMO energy at -8.75 eV. The value obtained for the HOMO-LUMO gap is 9.711 eV. As for the molecular weight: 116.14 Da.

---

Arrangement 2

This record from the OMol25 dataset describes the molecule C5H9FN2. The level of theory is ωB97M-V/def2-TZVPD.

Structure (XYZ):
```
17
Properties=species:S:1:pos:R:3
N -2.497 -0.616 -0.228
C -1.001 -0.270 -0.328
C -0.433 0.867 0.588
N 0.653 1.529 -0.029
C 1.647 0.606 -0.510
C 1.317 -0.634 0.442
F 1.482 -1.939 -0.195
C -0.106 -0.515 0.884
H -3.133 -0.042 -0.773
H -2.562 -1.564 -0.343
H -0.609 -0.542 -1.278
H -1.046 1.471 1.290
H 0.422 2.225 -0.710
H 1.738 0.161 -1.452
H 2.673 0.974 -0.415
H 1.931 -0.569 1.396
H -0.476 -1.142 1.662
```

The calculation puts the HOMO energy at -8.50 eV. The value obtained for the HOMO-LUMO gap is 9.582 eV. As for the molecular weight: 116.14 Da.

---

It is arrangement 2 that is the least stable of them.